Record 1
Computed, not measured: C9H24FInN2O3P as an isolated structure, with wB97M-V/def2-TZVPD.

Properties
Net charge   -1

Element x y z (Å)
O 1.618 -1.438 2.256
P 1.022 -0.384 1.342
In 0.667 1.896 2.515
C -1.224 2.799 1.709
C -2.221 1.800 1.105
C -2.890 0.935 2.154
F -2.352 -0.358 2.200
H 1.868 -0.191 0.219
H -0.152 -0.897 0.725
H 2.006 2.964 2.038
H 0.689 1.712 4.271
H -1.741 3.375 2.481
H -0.917 3.505 0.936
H -3.022 2.367 0.624
H -1.769 1.169 0.345
H -3.954 0.807 1.949
H -2.750 1.356 3.149
C 4.650 -1.850 0.964
C 5.035 -0.480 0.450
O 4.269 0.455 0.533
N 6.279 -0.327 -0.110
C 7.306 -1.328 -0.282
H 3.642 -1.781 1.380
H 4.661 -2.587 0.158
H 5.334 -2.176 1.750
H 6.465 0.612 -0.425
H 8.218 -1.047 0.251
H 7.555 -1.452 -1.339
H 6.965 -2.283 0.104
C -4.578 -1.223 -1.386
C -4.159 0.078 -2.034
O -3.636 0.968 -1.394
N -4.382 0.216 -3.375
C -4.981 -0.736 -4.285
H -4.324 -1.169 -0.332
H -5.653 -1.381 -1.488
H -4.051 -2.067 -1.832
H -4.075 1.102 -3.743
H -4.281 -1.004 -5.079
H -5.878 -0.317 -4.748
H -5.260 -1.640 -3.754

Need the Mulliken charges? In units of e they are:
1 O -0.75
2 P 0.27
3 In 0.58
4 C -1.40
5 C -0.15
6 C -0.40
7 F -0.31
8 H -0.03
9 H -0.06
10 H -0.36
11 H -0.37
12 H 0.41
13 H 0.40
14 H 0.31
15 H 0.26
16 H 0.26
17 H 0.33
18 C -0.90
19 C 0.73
20 O -0.54
21 N -0.19
22 C -0.84
23 H 0.06
24 H 0.30
25 H 0.33
26 H 0.23
27 H 0.27
28 H 0.27
29 H 0.32
30 C -1.17
31 C 0.74
32 O -0.57
33 N -0.18
34 C -0.85
35 H 0.19
36 H 0.36
37 H 0.35
38 H 0.23
39 H 0.28
40 H 0.28
41 H 0.31

---

Record 2
Computed, not measured: a 2-piece molecular cluster, C9H24IN3O7P overall, with wB97M-V/def2-TZVPD.

Properties
Net charge   +1

Element x y z (Å)
C 1.712 3.986 -0.153
O 0.721 2.971 -0.036
C -0.174 2.766 -1.092
I -0.858 4.604 -1.995
C -1.348 2.084 -0.386
P -2.784 1.638 -1.396
O -2.584 1.649 -2.847
O -3.092 0.144 -0.878
O -4.004 2.499 -0.863
C 0.438 1.758 -2.147
N 1.609 1.102 -1.604
O 0.707 2.415 -3.367
N 0.049 1.694 -4.471
O -0.045 2.372 -5.392
H 1.287 4.967 0.054
H 2.466 3.759 0.599
H 2.187 3.984 -1.137
H -0.921 1.158 -0.004
H -1.596 2.710 0.471
H -3.356 -0.381 -1.647
H -3.755 3.183 -0.230
H -0.297 0.979 -2.359
H 1.665 0.166 -1.984
H 2.455 1.589 -1.878
C 2.002 -2.865 1.785
N 0.523 -3.123 1.800
C 0.253 -4.207 2.795
C 0.087 -3.583 0.450
C -0.268 -1.909 2.237
C -0.223 -0.705 1.324
O 1.107 -0.251 1.209
H 2.504 -3.829 1.729
H 2.253 -2.257 0.926
H 2.278 -2.348 2.700
H 0.795 -5.099 2.494
H -0.815 -4.410 2.819
H 0.593 -3.875 3.773
H 0.337 -2.821 -0.282
H -0.986 -3.758 0.464
H 0.613 -4.504 0.213
H 0.109 -1.649 3.226
H -1.304 -2.239 2.327
H -0.866 0.053 1.783
H -0.642 -0.947 0.340
H 1.166 0.529 0.629

Need the Mulliken charges? In units of e they are:
1 C -0.86
2 O -0.14
3 C 0.15
4 I 0.18
5 C 0.26
6 P 0.90
7 O -0.54
8 O -0.53
9 O -0.54
10 C -0.40
11 N -0.26
12 O -0.36
13 N 0.22
14 O -0.28
15 H 0.32
16 H 0.27
17 H 0.41
18 H -1.48
19 H 0.72
20 H 0.34
21 H 0.40
22 H 0.71
23 H 0.29
24 H 0.29
25 C -0.81
26 N -0.03
27 C -0.88
28 C -0.83
29 C -0.95
30 C -0.06
31 O -0.66
32 H 0.38
33 H 0.35
34 H 0.37
35 H 0.40
36 H 0.39
37 H 0.39
38 H 0.34
39 H 0.36
40 H 0.38
41 H 0.41
42 H 0.35
43 H 0.49
44 H 0.35
45 H 0.18

---

Record 3
Computed, not measured: a 2-piece molecular cluster, C9H24N2O4P overall, with wB97M-V/def2-TZVPD.

Properties
Net charge   -1
Energy above the lowest of the compared OMol25 structures with the same formula, charge and spin   382.10 kJ/mol

Element x y z (Å)
C 0.595 3.834 2.027
C -0.319 2.615 1.935
N -0.472 2.212 0.541
C -1.605 1.337 0.254
O -2.768 1.864 0.756
P -3.843 0.661 1.540
O -2.724 -0.603 1.010
C -1.474 -0.155 0.673
O -0.562 -0.372 1.744
C 0.569 -1.152 1.448
C 1.871 -0.366 1.513
H 1.616 3.555 1.755
H 0.239 4.603 1.343
H 0.594 4.233 3.042
H 0.104 1.807 2.539
H -1.306 2.845 2.327
H 0.382 1.795 0.196
H -1.684 1.317 -0.850
H -4.728 1.737 1.966
H -3.075 0.820 2.761
H -4.679 -0.347 2.142
H -4.554 0.578 0.280
H -1.154 -0.726 -0.209
H 0.462 -1.631 0.471
H 0.621 -1.951 2.199
H 2.720 -1.041 1.404
H 1.925 0.132 2.483
H 1.916 0.402 0.746
C 1.733 -3.082 -1.835
C 2.055 -1.685 -2.315
O 2.373 -0.795 -1.549
N 1.965 -1.450 -3.655
C 1.591 -2.373 -4.705
H 1.850 -3.104 -0.757
H 0.705 -3.352 -2.083
H 2.408 -3.813 -2.282
H 2.180 -0.499 -3.909
H 2.397 -2.476 -5.435
H 0.698 -2.022 -5.227
H 1.379 -3.351 -4.287

Need the Mulliken charges? In units of e they are:
1 C -1.37
2 C 0.00
3 N -0.35
4 C 0.04
5 O -0.48
6 P -0.19
7 O -0.54
8 C 0.39
9 O -0.36
10 C -0.15
11 C -1.10
12 H 0.27
13 H 0.36
14 H 0.38
15 H 0.11
16 H 0.38
17 H 0.24
18 H 0.20
19 H 0.03
20 H -0.10
21 H 0.01
22 H -0.05
23 H -0.03
24 H 0.14
25 H 0.24
26 H 0.43
27 H 0.37
28 H 0.09
29 C -1.38
30 C 0.81
31 O -0.60
32 N -0.17
33 C -0.84
34 H 0.25
35 H 0.37
36 H 0.47
37 H 0.24
38 H 0.28
39 H 0.28
40 H 0.31

---

Record 4
Computed, not measured: one molecule with the formula C9H24N3P, with wB97M-V/def2-TZVPD.

Properties
Energy above the lowest of the compared OMol25 structures with the same formula, charge and spin   0.00 kJ/mol

Element x y z (Å)
C 5.244 0.828 0.517
C -4.518 1.904 -0.955
C -0.265 -1.828 1.551
C 4.022 1.062 -0.405
C -3.926 1.166 0.237
C 2.632 0.781 0.308
C -2.790 0.295 -0.236
C 1.543 0.338 -0.595
C -1.955 -0.240 0.953
N -0.275 -3.098 -1.107
N 1.305 -1.131 -0.751
N -1.099 -1.319 0.436
P -0.551 -1.379 -1.126
H 5.579 -0.261 0.496
H 6.049 1.583 0.223
H 5.183 1.135 1.576
H -5.197 2.715 -0.578
H -3.690 2.189 -1.496
H -5.006 1.467 -1.734
H 0.473 -2.323 0.997
H 0.077 -0.996 2.128
H -0.844 -2.464 2.095
H 3.972 2.161 -0.500
H 4.062 0.339 -1.282
H -3.697 1.848 0.985
H -4.671 0.564 0.735
H 2.881 -0.009 0.973
H 2.274 1.589 1.007
H -3.297 -0.565 -0.739
H -2.166 0.673 -0.994
H 1.653 0.722 -1.630
H 0.567 0.770 -0.211
H -2.785 -0.530 1.748
H -1.364 0.646 1.380
H -0.800 -3.496 -0.425
H -0.442 -3.590 -1.991
H 1.822 -1.544 -1.590

Need the Mulliken charges? In units of e they are:
1 C -1.22
2 C -1.43
3 C -1.38
4 C -0.20
5 C -0.71
6 C -1.07
7 C -0.81
8 C -0.18
9 C -0.50
10 N -0.57
11 N -0.58
12 N 0.16
13 P 0.16
14 H 0.30
15 H 0.33
16 H 0.33
17 H 0.30
18 H 0.41
19 H 0.45
20 H 0.72
21 H 0.34
22 H 0.33
23 H 0.25
24 H 0.24
25 H 0.50
26 H 0.37
27 H 0.42
28 H 0.36
29 H 0.24
30 H 0.65
31 H 0.42
32 H 0.10
33 H 0.26
34 H 0.25
35 H 0.21
36 H 0.25
37 H 0.28

---

E_LUMO readings, ordered: 0.088; -0.097; 0.089; 0.037 hartree
DFT total energy readings, ordered: -36024.967; -45907.431; -30180.663; -23479.218 eV
Highest occupied orbital energy readings, ordered: -3.8; -11.6; -3.7; -8.1 eV